Molecular formula: C7H19N8O13Pb
Method: DFT, wB97M-V/def2-TZVPD

The geometry in ORCA input format:
```
! wB97M-V def2-TZVPD RIJCOSX def2/J DEFGRID3
* xyz -1 1
Pb 0.0748 -0.1276 0.5804
O -5.0408 -3.3115 -1.0652
C -3.9097 -2.8277 -1.4931
O -3.1690 -2.3945 -0.6001
O -3.5427 -2.8347 -2.6660
H -5.4947 -3.3372 -1.9107
O -1.3115 5.9024 2.1392
C -0.7565 4.7336 2.3834
O -0.7000 3.8864 1.4203
O -0.2814 4.4146 3.4439
H -1.4451 5.8350 1.1909
O 0.8402 -5.1276 3.1343
C 1.0132 -3.9711 2.6180
O 1.1118 -3.7549 1.3664
O 0.9027 -3.0070 3.3720
H 0.6503 -4.8872 4.0441
C -4.6296 0.1069 3.0236
O -3.4358 0.2473 2.7356
N -5.3042 0.6290 4.0000
N -5.3963 -0.4184 2.2084
H -6.2377 0.3466 4.2626
H -4.6892 1.1701 4.5908
H -4.8407 -0.8034 1.4581
H -6.3589 -0.6891 2.3504
C 5.0231 0.4963 2.1552
O 4.0004 0.9790 1.7556
N 5.3597 0.1287 3.3465
N 6.0657 0.3465 1.3198
H 6.3310 0.2631 3.5883
H 4.7051 0.2658 4.1033
H 6.0173 0.5432 0.3303
H 6.9205 -0.0541 1.6787
C -1.8737 1.8725 -4.0398
O -1.3555 1.4790 -3.0304
N -1.8440 3.1463 -4.3814
N -2.4614 1.1110 -4.8437
H -1.4888 3.9071 -3.8201
H -2.0255 3.2701 -5.3672
H -2.5079 0.1844 -4.4446
H -3.0665 1.5975 -5.4896
C 3.9268 -1.0973 -2.9312
O 2.8420 -0.7819 -2.3980
N 4.7461 -0.1365 -3.2329
N 4.1525 -2.2535 -3.3862
H 5.6221 -0.2930 -3.7106
H 4.4156 0.7895 -3.0018
H 3.3852 -2.8833 -3.5728
H 5.0608 -2.6605 -3.2145
*
```

For the energy relative to the best compared isomer or geometry (same formula, charge and spin), the calculation gives 276.3 kcal/mol. The frontier orbital gap is 0.1336 Ha.

=====

Molecular formula: C5H6O2
Method: DFT, wB97M-V/def2-TZVPD

The geometry in ORCA input format:
```
! wB97M-V def2-TZVPD RIJCOSX def2/J DEFGRID3
* xyz 0 1
C 0.9894 -1.5407 -0.3346
C 0.1540 -0.5556 0.4533
O 0.7497 0.1719 1.3403
C -0.6497 0.4927 -1.0158
O -0.8122 -0.0617 -2.0519
C -0.9093 1.6875 -0.3459
C -0.5351 2.2175 0.7496
H 1.0596 -2.4612 0.2577
H 1.9994 -1.1555 -0.4970
H 0.5194 -1.7863 -1.2895
H -0.8390 -0.9430 0.7475
H 0.1723 1.2803 1.3106
H -0.6928 3.1622 1.2478
*
```

For the energy relative to the best compared isomer or geometry (same formula, charge and spin), the calculation gives 100.1 kcal/mol. The frontier orbital gap is 0.3208 Ha.

=====

Molecular formula: C26H48CdCl3N5O3PSi
Method: DFT, wB97M-V/def2-TZVPD

The geometry in ORCA input format:
```
! wB97M-V def2-TZVPD RIJCOSX def2/J DEFGRID3
* xyz -1 1
C 2.7279 -2.7359 -3.5827
C 2.8209 -2.7209 -2.0914
H 3.3566 -3.5114 -4.0421
H 3.0342 -1.7604 -3.9972
H 1.6828 -2.9143 -3.8706
C 3.9409 -2.9981 -1.3975
C 5.2359 -3.3503 -2.0421
H 3.9330 -2.9839 -0.3062
H 5.4693 -2.6858 -2.8851
H 5.2274 -4.3845 -2.4106
H 6.0538 -3.2754 -1.3191
Cd -0.7188 1.0136 -1.9536
Cl -1.7324 -1.1727 -1.5964
Cl -0.3612 3.4273 -1.7851
C -0.4575 -0.6683 2.9844
O -0.1090 0.5155 2.8978
N -0.2654 -1.4390 4.0761
C 0.3913 -0.8919 5.2547
C -0.8416 -2.7693 4.1960
H -0.9541 -1.2109 2.1489
H 0.6998 0.1367 5.0466
H 1.2679 -1.5068 5.5058
H -0.3027 -0.9175 6.1079
H -1.1087 -3.1479 3.2038
H -1.7431 -2.7492 4.8266
H -0.1162 -3.4515 4.6549
H 3.8039 0.5431 -1.6565
H 4.7763 -0.5776 0.5138
C 3.7541 1.4558 -1.0495
C 4.5911 0.3880 1.0066
N 3.5047 1.0884 0.3336
H 2.9440 2.0940 -1.4141
C 2.4790 1.6754 1.0328
O 1.6048 2.3668 0.5347
H 4.3221 0.2072 2.0547
H 2.5269 1.4449 2.1225
H 4.7177 1.9833 -1.1190
H 5.5191 0.9792 0.9615
O 1.8020 -0.8036 -1.5521
C 1.5982 -2.0988 -1.3614
C 2.0608 -1.7414 1.1500
C 1.5058 -2.5369 0.1242
H 2.2739 -0.6999 0.9495
C 2.3747 -2.3206 2.3808
H 0.6482 -2.3579 -1.8869
C 1.0169 -3.7935 0.4476
H 2.9132 -1.7258 3.1365
C 2.0188 -3.6344 2.6550
C 1.2928 -4.3623 1.6929
H 0.4652 -4.3442 -0.3210
H 2.2950 -4.1056 3.6030
H 0.9466 -5.3730 1.9202
Si -0.4867 1.3916 -4.9824
Cl 0.9641 0.5000 -3.6041
C 0.1386 3.1291 -5.1892
C -2.2339 1.2975 -4.2980
C -0.3772 0.4482 -6.5828
H 0.2539 3.6728 -4.2392
H -0.5857 3.6718 -5.8150
H 1.1121 3.1379 -5.7018
H 0.5964 0.5964 -7.0655
H -1.1560 0.8493 -7.2466
H -0.5422 -0.6285 -6.4593
H -2.4012 0.7661 -3.3372
H -2.8157 0.7182 -5.0281
H -2.6568 2.3054 -4.2012
C -4.9965 2.4725 0.9388
N -4.1454 1.5794 1.7545
C -3.3546 2.3975 2.7037
N -2.5279 3.4181 2.0224
C -3.3859 4.2792 1.1836
N -4.2070 3.5038 0.2283
C -3.4329 2.9227 -0.8453
P -2.1761 1.7764 -0.0674
C -3.3175 0.7180 0.9378
C -1.4415 2.8273 1.2777
H -5.6924 2.9857 1.6197
H -5.5453 1.8608 0.2064
H -2.6929 1.7393 3.2840
H -4.0626 2.9216 3.3661
H -2.7531 4.9979 0.6420
H -4.0768 4.8052 1.8569
H -4.0781 2.3357 -1.5228
H -2.8859 3.6942 -1.4034
H -2.7011 0.0662 1.5656
H -3.9174 0.1158 0.2453
H -0.8141 3.5957 0.8137
H -0.8446 2.1607 1.9209
*
```

For the energy relative to the best compared isomer or geometry (same formula, charge and spin), the calculation gives 0.0 kcal/mol. The frontier orbital gap is 0.2293 Ha.

=====

Molecular formula: C66H53As3Cl3F6N3O4S3Zr
Method: DFT, wB97M-V/def2-TZVPD

The geometry in ORCA input format:
```
! wB97M-V def2-TZVPD RIJCOSX def2/J DEFGRID3
* xyz -2 1
Zr -0.1167 -0.1687 0.2873
C 3.5233 0.2654 -0.5029
C 3.3977 1.1596 0.7456
As 2.2676 0.5793 2.2965
C 2.7383 2.0511 3.5073
C 4.0306 2.5465 3.5959
C 4.3209 3.6034 4.4528
C 3.3187 4.1589 5.2369
C 2.0267 3.6488 5.1656
C 1.7349 2.6038 4.3002
C 3.6343 -0.5508 3.1712
C 4.6737 -1.1946 2.5063
C 5.6012 -1.9705 3.1937
C 5.5034 -2.1246 4.5690
C 4.4826 -1.4746 5.2515
C 3.5693 -0.6910 4.5585
As 2.1939 0.2405 -1.9980
C 3.4058 -0.8417 -3.1071
C 3.6812 -0.5006 -4.4304
C 4.5296 -1.2772 -5.2091
C 5.1077 -2.4264 -4.6871
C 4.8267 -2.7904 -3.3778
C 3.9844 -2.0064 -2.5960
C 2.6092 1.9541 -2.8222
C 1.8408 2.3399 -3.9186
C 2.0719 3.5492 -4.5601
C 3.0742 4.3948 -4.1009
C 3.8390 4.0215 -3.0042
C 3.6064 2.8081 -2.3685
H 3.6017 -0.7788 -0.2202
H 4.4583 0.5199 -1.0054
H 3.0053 2.1491 0.5060
H 4.4028 1.2912 1.1461
H 4.8326 2.1030 3.0195
H 5.3325 3.9900 4.5022
H 3.5409 4.9920 5.8938
H 1.2299 4.0832 5.7573
H 0.7110 2.2589 4.2030
H 4.7770 -1.0925 1.4366
H 6.3977 -2.4608 2.6455
H 6.2217 -2.7338 5.1053
H 4.4000 -1.5698 6.3283
H 2.8043 -0.1630 5.1139
H 3.2560 0.3985 -4.8590
H 4.7383 -0.9776 -6.2303
H 5.7661 -3.0349 -5.2965
H 5.2611 -3.6889 -2.9550
H 3.7966 -2.3134 -1.5753
H 1.0458 1.6922 -4.2729
H 1.4546 3.8381 -5.4029
H 3.2444 5.3498 -4.5835
H 4.6081 4.6844 -2.6258
H 4.1946 2.5510 -1.4981
F -3.6904 5.0244 0.7497
C -3.4882 4.6170 1.9991
F -4.7090 4.4100 2.5529
F -2.9142 5.6069 2.6769
S -2.5245 3.0270 2.1749
O -0.7881 1.2176 1.5173
O -1.9069 3.2349 3.5112
N -1.5064 3.4733 0.9212
S -0.1222 2.6576 0.8319
O 0.4936 1.6822 -0.3101
O 0.9189 2.8917 1.8448
C 0.5039 4.0972 -0.2501
F 1.8554 4.0394 -0.3706
F 0.0245 4.0948 -1.5101
F 0.2464 5.3084 0.2677
S -1.2378 1.5127 -2.5856
C -1.9648 0.5880 -3.9081
C -2.3424 1.2803 -5.0629
C -2.9063 0.6059 -6.1364
C -3.1229 -0.7651 -6.0573
C -2.7357 -1.4533 -4.9164
C -2.1382 -0.7937 -3.8481
As -1.3849 -1.8261 -2.3556
C -0.1770 -2.9084 -3.4795
C 0.3612 -4.1007 -2.9894
C 1.2902 -4.8265 -3.7214
C 1.7179 -4.3610 -4.9580
C 1.2198 -3.1608 -5.4408
C 0.2898 -2.4368 -4.7032
C -2.9233 -3.0457 -2.2234
C -4.1790 -2.4472 -2.0973
C -5.3225 -3.2163 -1.9590
C -5.2322 -4.6050 -1.9361
C -3.9897 -5.2074 -2.0495
C -2.8409 -4.4302 -2.1900
H -2.2111 2.3568 -5.0892
H -3.2036 1.1542 -7.0231
H -3.5824 -1.2985 -6.8809
H -2.8745 -2.5277 -4.8700
H 0.0822 -4.4639 -2.0087
H 1.6972 -5.7435 -3.3111
H 2.4537 -4.9158 -5.5278
H 1.5659 -2.7711 -6.3906
H -0.0721 -1.4949 -5.0968
H -4.2672 -1.3664 -2.1079
H -6.2855 -2.7282 -1.8663
H -6.1255 -5.2094 -1.8319
H -3.9034 -6.2878 -2.0305
H -1.8876 -4.9294 -2.2876
Cl -3.0181 -1.0495 0.5334
C -3.8577 0.4088 0.1042
C -5.0962 0.6288 0.6559
C -5.8065 1.7531 0.2621
C -5.2188 2.5986 -0.6598
C -3.9483 2.3704 -1.1829
Cl -3.3949 3.6366 -2.2602
C -3.1832 1.2386 -0.8211
N -1.9478 0.7668 -1.2402
H -5.4916 -0.0791 1.3732
H -6.7845 1.9719 0.6705
H -5.7335 3.4940 -0.9838
N -0.5855 -1.6513 1.7423
C -1.0780 -1.9611 2.8451
C -1.8199 -3.2747 3.0227
C -2.1621 -4.0128 1.8897
C -2.8380 -5.2159 2.0000
C -3.1778 -5.7131 3.2561
C -2.8401 -4.9891 4.3904
C -2.1707 -3.7738 4.2733
C -1.0164 -1.0469 4.0341
C -2.0732 -0.1912 4.3182
C -1.9990 0.6748 5.3998
C -0.8793 0.6697 6.2231
C 0.1756 -0.1911 5.9469
C 0.1096 -1.0403 4.8481
H -1.8851 -3.6136 0.9204
H -3.1050 -5.7658 1.1046
H -3.7048 -6.6560 3.3467
H -3.1024 -5.3656 5.3724
H -1.9195 -3.2066 5.1621
H -2.9391 -0.1768 3.6645
H -2.8041 1.3750 5.5833
H -0.8191 1.3536 7.0614
H 1.0604 -0.1849 6.5742
H 0.9301 -1.7092 4.6164
Cl 2.1653 -2.5384 1.0835
C 1.0701 -2.2140 -0.3825
H 0.3471 -3.0241 -0.2852
H 1.7314 -2.4656 -1.2076
*
```

The frontier orbital gap is 0.2448 Ha.

=====

Molecular formula: C35H101N5O18
Method: DFT, wB97M-V/def2-TZVPD

The geometry in ORCA input format:
```
! wB97M-V def2-TZVPD RIJCOSX def2/J DEFGRID3
* xyz 0 1
C 1.5524 -5.7825 5.1672
O 2.9419 -5.8709 4.8169
C 3.4819 -4.6500 4.2615
C 5.0271 -4.7960 4.1112
N 5.5919 -4.4178 5.3709
C 5.6380 -5.5039 6.3163
C 6.3671 -4.9943 7.6038
O 5.7066 -3.9302 8.1583
C 6.3025 -3.3158 9.2688
H 1.3389 -4.9404 5.8256
H 1.1908 -6.5705 5.8277
H 0.9647 -5.6666 4.2565
H 3.2211 -3.8720 4.9791
H 3.0288 -4.4292 3.2950
H 5.2782 -4.1566 3.2649
H 5.2659 -5.8182 3.8177
H 5.0666 -3.6189 5.6963
H 6.0800 -6.4413 5.9786
H 4.6124 -5.7865 6.5538
H 7.3723 -4.6334 7.3861
H 6.5011 -5.8778 8.2281
H 7.1651 -2.7122 8.9865
H 6.5611 -4.1572 9.9117
H 5.5818 -2.7120 9.8203
C 2.9153 1.8833 -3.4548
O 2.3230 0.6428 -3.5737
C 2.1231 0.1377 -4.9140
C 0.9891 1.0147 -5.6892
N -0.3002 0.5831 -5.1234
C -1.3429 1.3952 -5.6939
C -2.7110 1.0259 -5.1106
O -3.7353 1.6256 -5.8826
C -3.9031 3.0594 -5.8325
H 3.1289 1.9944 -2.3917
H 2.3298 2.7056 -3.8662
H 3.8265 2.0474 -4.0299
H 1.9264 -0.9265 -4.7841
H 3.1215 0.2631 -5.3332
H 1.1260 0.6999 -6.7237
H 1.0708 2.0944 -5.5638
H -0.2561 0.8279 -4.1445
H -1.3645 1.2433 -6.7731
H -1.1578 2.4332 -5.4176
H -2.8364 1.4047 -4.0963
H -2.8355 -0.0550 -5.0447
H -2.9737 3.5050 -6.1872
H -4.1806 3.1915 -4.7868
H -4.7002 3.2449 -6.5525
C -0.6514 3.2816 -2.2460
O -0.2791 1.9560 -2.4723
C -0.7717 0.9906 -1.5930
C -0.0244 -0.3203 -1.8251
N -0.6119 -1.4594 -1.1536
C 0.4571 -2.5139 -1.2295
C -0.0196 -3.8067 -0.4911
O -0.0533 -3.5033 0.9151
C -0.3844 -4.6434 1.6851
H -0.1985 3.7402 -1.3670
H -1.7376 3.3606 -2.2022
H -0.4723 3.8716 -3.1449
H -1.8253 0.8318 -1.8227
H -0.6966 1.3081 -0.5530
H 1.0053 -0.0744 -1.5655
H -0.0315 -0.5754 -2.8848
H -0.9958 -1.3663 -0.2240
H 1.3615 -2.1134 -0.7714
H 0.7009 -2.7643 -2.2620
H 0.6275 -4.6563 -0.7092
H -1.0167 -4.1084 -0.8120
H -0.2952 -4.5525 2.7677
H 0.1371 -5.5209 1.3029
H -1.4620 -4.6999 1.5317
C -5.3944 4.1718 -0.3808
O -5.0648 2.8038 0.0344
C -6.1250 2.1162 0.6976
C -5.8758 0.5748 0.7610
N -4.6136 0.3844 1.4968
C -4.2201 -0.9728 1.4208
C -2.8800 -1.2061 2.1011
O -1.7748 -0.6699 1.2946
C -0.4780 -0.5345 1.9799
H -6.4669 4.2836 -0.5404
H -5.0153 4.4105 -1.3745
H -5.0449 4.9373 0.3120
H -7.0391 2.3208 0.1402
H -6.2938 2.5308 1.6914
H -5.8919 0.2400 -0.2762
H -6.7340 0.1403 1.2736
H -3.8994 0.8750 0.9779
H -4.1265 -1.2772 0.3784
H -5.0014 -1.5983 1.8527
H -2.6923 -2.2697 2.2477
H -2.7621 -0.6815 3.0492
H 0.3026 -0.3569 1.2402
H -0.2150 -1.3799 2.6157
H -0.4552 0.3530 2.6122
C 2.1231 9.8999 1.1467
O 1.4041 9.5116 0.0177
C 0.0404 9.8068 0.2534
C -0.7944 9.2467 -0.8327
N -1.0378 7.8172 -0.6853
C -2.1100 7.1782 -1.4592
C -2.0777 7.3797 -2.9843
O -2.3165 8.7225 -3.2986
C -2.7520 8.9741 -4.6413
H 3.1663 9.6194 1.2922
H 1.6050 9.5282 2.0307
H 2.0920 10.9537 1.4234
H 0.0103 10.8813 0.0726
H -0.3983 9.7189 1.2474
H -0.2872 9.4874 -1.7669
H -1.7955 9.6774 -0.8110
H -1.2938 7.6908 0.2835
H -3.0135 7.6261 -1.0455
H -2.1180 6.0999 -1.2999
H -2.8821 6.7114 -3.2915
H -1.1571 7.0514 -3.4668
H -1.9607 8.9803 -5.3909
H -3.1571 9.9596 -4.8713
H -3.4472 8.2325 -5.0347
C 4.4424 -0.5278 0.0032
O 4.4276 -1.9177 0.3259
H 3.7756 -0.2574 -0.8155
H 4.0046 0.0763 0.7978
H 5.4328 -0.0940 -0.1351
H 3.6427 -2.0598 0.8600
C 3.2042 -6.0654 0.9235
O 3.7151 -7.3957 1.1099
H 2.3726 -5.8705 1.6006
H 3.9594 -5.3263 1.1910
H 2.8179 -5.8967 -0.0817
H 3.0786 -8.0719 0.8665
C 1.8440 3.1423 0.7697
O 1.0924 2.9645 1.9625
H 2.8892 3.0381 1.0607
H 1.6072 2.4402 -0.0297
H 1.7181 4.1496 0.3727
H 0.3351 3.5539 1.9350
C -2.3023 -6.6336 -1.7269
O -1.5062 -6.9694 -0.6635
H -2.3997 -7.5340 -2.3334
H -3.2910 -6.3661 -1.3538
H -1.9182 -5.8093 -2.3278
H -2.0822 -7.2341 0.0574
C -3.0813 -2.3741 -3.6144
O -2.9156 -2.6436 -2.2431
H -3.3788 -3.3229 -4.0607
H -3.7319 -1.5149 -3.7774
H -2.1174 -2.2382 -4.1048
H -2.1216 -2.1842 -1.9601
O -2.7639 -4.9473 4.8213
H -3.2323 -5.5095 5.4384
H -2.9927 -5.2944 3.9591
O 2.2842 -2.2536 2.0870
H 2.0265 -2.2965 3.0078
H 1.4904 -2.4846 1.6046
O 1.0733 -7.6756 -1.4813
H 0.2402 -7.4499 -1.0675
H 1.0974 -7.1449 -2.2775
*
```

The frontier orbital gap is 0.2904 Ha.

=====

Molecular formula: C5H5NO
Method: DFT, wB97M-V/def2-TZVPD

The geometry in ORCA input format:
```
! wB97M-V def2-TZVPD RIJCOSX def2/J DEFGRID3
* xyz 0 1
O -0.1787 1.2298 1.1190
C -0.8126 -0.0286 0.8385
C -0.9815 -0.1622 -0.6955
C 0.2596 0.5035 -1.0740
C 0.8922 0.7426 0.2915
C 0.5337 -0.7270 0.5704
N 0.1569 -1.0872 -0.8478
H -1.6058 -0.3147 1.5250
H -1.8709 -0.2357 -1.3108
H 0.6943 0.2483 -2.0426
H 1.8466 1.2539 0.4077
H 1.0661 -1.4224 1.2186
*
```

For the energy relative to the best compared isomer or geometry (same formula, charge and spin), the calculation gives 116.2 kcal/mol. The frontier orbital gap is 0.3872 Ha.

=====

What LUMO energy values result from the calculations? In sequence: -0.861 -0.469 2.601 3.808 -0.008 1.092 eV.
What HOMO level values result from the calculations? In sequence: -4.4956 -9.1980 -3.6382 -2.8531 -7.9113 -9.4451 eV.